1.
Here is a cluster of 5 separate species, C22H43BClNO19P4 in total at a distorted geometry from the OMol25 dataset. Energies are from ωB97M-V/def2-TZVPD.

Values from the calculation:
* E_LUMO: -2.991 eV
* net charge: 0
* structure (SMILES): NB(O)c1cc(Cl)c2c(c1)C(=O)C=CC2=O.COP(=O)(OC)OC.COP(=O)(OC)OC.COP(=O)(OC)OC.COP(=O)(OC)OC
* HOMO energy: -9.306 eV
* max |F|: 9.87 eV Å⁻¹
* electronic energy: -4198.38181 Ha
* Kohn-Sham gap: 6.31 eV

Geometry (Å):
1 N -1.97918 3.77047 3.33061
2 B -2.69034 3.40712 2.03561
3 O -4.03516 2.91659 2.04649
4 C -1.80450 3.64131 0.66976
5 C -1.30511 2.51000 -0.25684
6 C -0.42085 2.78963 -1.52686
7 Cl 0.20389 1.47467 -2.61413
8 C -0.07397 4.26393 -1.83015
9 C -0.60463 5.41739 -0.89672
10 C -1.47196 5.15140 0.34874
11 C -0.17888 6.93074 -1.26806
12 O -0.93833 7.91841 -1.14334
13 C 1.31425 7.06387 -1.87070
14 C 1.78639 6.01631 -2.72226
15 C 0.85304 4.74332 -3.06154
16 O 0.82143 4.19810 -4.19471
17 H -0.96352 3.71389 3.10244
18 H -2.13745 4.79559 3.43740
19 H -4.25930 2.83733 3.00946
20 H -1.55896 1.41688 -0.00574
21 H -1.85940 5.99274 1.01096
22 H 1.93993 7.96512 -1.57332
23 H 2.85698 6.07113 -3.13599
24 C 3.93108 2.51159 5.45182
25 O 3.19097 1.36019 5.85051
26 P 1.76013 1.09874 4.92566
27 O 0.93640 1.91484 5.92077
28 O 1.74987 -0.49635 5.31722
29 C 2.37511 -0.99113 6.48983
30 O 0.43167 0.82117 3.87815
31 C -0.82006 0.47429 4.45133
32 H 4.82979 2.57665 6.06753
33 H 4.22514 2.42341 4.40499
34 H 3.33286 3.41529 5.59446
35 H 2.16789 -0.35724 7.35456
36 H 3.45039 -1.07725 6.32611
37 H 1.98392 -1.99025 6.69340
38 H -1.24791 1.32121 4.98915
39 H -0.72773 -0.38849 5.11318
40 H -1.50184 0.21728 3.63746
41 C 5.64784 3.66715 -4.01189
42 O 6.53114 4.65410 -4.51738
43 P 7.30929 5.57373 -3.28125
44 O 6.17454 6.59380 -3.36212
45 O 8.52959 5.98246 -4.30171
46 C 8.37670 5.95789 -5.71149
47 O 8.10961 6.44685 -2.04234
48 C 8.19583 7.85833 -2.15922
49 H 5.22163 3.11556 -4.85145
50 H 6.19439 2.97287 -3.37223
51 H 4.84089 4.13847 -3.44481
52 H 7.42346 6.39178 -6.02062
53 H 8.46739 4.93301 -6.07447
54 H 9.18291 6.54555 -6.15575
55 H 7.21445 8.31781 -2.03558
56 H 8.63424 8.15044 -3.11493
57 H 8.83912 8.22020 -1.35438
58 C -0.60721 -1.55614 -3.78748
59 O -0.33692 -2.92540 -3.49457
60 P -1.61038 -3.71837 -2.64638
61 O -0.97773 -3.35505 -1.30378
62 O -1.09385 -5.18943 -3.16454
63 C 0.25023 -5.42644 -3.54853
64 O -2.96965 -4.47899 -1.93043
65 C -2.75659 -5.33344 -0.81688
66 H 0.23456 -1.14810 -4.35024
67 H -1.51067 -1.47579 -4.39364
68 H -0.72913 -0.98834 -2.86297
69 H 0.95482 -4.96877 -2.85096
70 H 0.41577 -5.05402 -4.56068
71 H 0.42199 -6.50500 -3.55371
72 H -2.44698 -4.76000 0.05761
73 H -2.01979 -6.10524 -1.04518
74 H -3.70711 -5.81673 -0.58097
75 C -7.41013 -6.87429 -0.54533
76 O -7.44958 -8.16334 0.06324
77 P -7.09196 -8.14766 1.74917
78 O -5.61645 -8.38294 1.42916
79 O -7.87821 -9.57414 1.96399
80 C -8.08129 -10.49258 0.90293
81 O -6.79996 -8.09592 3.43752
82 C -5.91864 -9.05526 3.99949
83 H -7.67950 -6.97908 -1.59766
84 H -8.12708 -6.20983 -0.06115
85 H -6.40487 -6.45125 -0.47332
86 H -7.18227 -10.60953 0.29417
87 H -8.92121 -10.16578 0.28795
88 H -8.33551 -11.46416 1.33214
89 H -4.89217 -8.87234 3.67941
90 H -6.22191 -10.07113 3.74058
91 H -5.95572 -8.94542 5.08540

2.
Here is a cluster of 6 separate species, C22H43F3NO11S in total at a distorted geometry from the OMol25 dataset. Energies are from ωB97M-V/def2-TZVPD.

Values from the calculation:
* E_LUMO: 1.606 eV
* net charge: -1
* HOMO energy: -1.957 eV
* max |F|: 5.03 eV Å⁻¹
* electronic energy: -2444.23096 Ha
* Kohn-Sham gap: 3.56 eV

Geometry (Å):
1 F -3.35173 -6.11828 5.05033
2 C -3.31024 -6.62560 3.75866
3 F -4.43931 -7.43628 3.57272
4 F -3.49245 -5.52876 2.89038
5 O -2.12003 -7.22777 3.40882
6 C -1.72209 -8.28318 4.36049
7 N -0.29149 -8.55852 4.11637
8 S 0.64938 -7.49019 5.11660
9 H -2.25238 -9.27664 4.17737
10 H -1.80812 -7.98696 5.44846
11 H -0.19160 -6.58310 5.78051
12 O -0.38460 1.08838 1.96643
13 C -1.11282 0.23225 2.41602
14 O -0.59350 -0.88335 2.95051
15 C -1.35886 -1.84356 3.69910
16 C -2.00825 -2.86453 2.78944
17 C -2.60907 0.35017 2.30611
18 H -2.07981 -1.34349 4.34966
19 H -0.64976 -2.35089 4.35579
20 H -2.71954 -2.39888 2.10328
21 H -2.53697 -3.61675 3.37309
22 H -1.25502 -3.36222 2.17486
23 H -2.92651 -0.02787 1.33770
24 H -2.87766 1.40435 2.38444
25 H -3.15012 -0.16301 3.09774
26 O 2.54443 -3.90768 -1.00998
27 C 2.85523 -2.79832 -0.65659
28 O 2.49407 -2.34542 0.55633
29 C 2.99811 -1.13682 1.13866
30 C 2.18291 0.06104 0.69702
31 C 3.56802 -1.85625 -1.58919
32 H 4.06443 -1.01736 0.93288
33 H 2.90411 -1.25720 2.21962
34 H 2.24137 0.20778 -0.38507
35 H 2.53531 0.97062 1.18783
36 H 1.13243 -0.08143 0.93987
37 H 2.83193 -1.34537 -2.21023
38 H 4.23303 -2.43983 -2.22738
39 H 4.19442 -1.12489 -1.08309
40 O -5.08679 0.22654 0.98525
41 C -6.02369 0.85742 1.40168
42 O -5.84531 2.11326 1.85260
43 C -6.91219 3.01730 2.16451
44 C -7.39233 2.82476 3.58828
45 C -7.38903 0.23317 1.51700
46 H -7.72032 2.93708 1.43475
47 H -6.49896 4.02213 2.05830
48 H -7.80307 1.82525 3.74287
49 H -8.16412 3.55611 3.83666
50 H -6.56243 2.93786 4.28924
51 H -7.45657 -0.30551 2.46276
52 H -7.51480 -0.47110 0.69396
53 H -8.20769 0.94532 1.43856
54 O 2.65601 0.86922 -3.34288
55 C 1.95144 1.83474 -3.18613
56 O 0.67017 1.80740 -3.59018
57 C -0.30114 2.80802 -3.25937
58 C -0.25920 3.95680 -4.24621
59 C 2.50715 3.11652 -2.62525
60 H -0.18709 3.13853 -2.22535
61 H -1.27425 2.31778 -3.32080
62 H 0.70484 4.46915 -4.22701
63 H -1.04064 4.68561 -4.02198
64 H -0.40262 3.58998 -5.26515
65 H 2.95430 3.69519 -3.43459
66 H 3.27793 2.86648 -1.89494
67 H 1.77402 3.72333 -2.09872
68 O 7.65827 4.21766 -2.54327
69 C 7.14265 3.99142 -3.60820
70 O 6.59802 2.78739 -3.85403
71 C 5.77935 2.49064 -4.99354
72 C 6.62689 2.09086 -6.18374
73 C 7.17643 5.01007 -4.71736
74 H 5.10397 3.31917 -5.21814
75 H 5.14792 1.64801 -4.70462
76 H 7.28537 2.90250 -6.50044
77 H 5.99546 1.81035 -7.02905
78 H 7.26814 1.24466 -5.92793
79 H 8.11596 4.91345 -5.26223
80 H 7.12097 6.00419 -4.27208
81 H 6.33977 4.93708 -5.40879

3.
Here is a cluster of 3 separate species, C22H43FNO2 in total from the OMol25 dataset. Energies are from ωB97M-V/def2-TZVPD.

Values from the calculation:
* E_LUMO: -2.879 eV
* net charge: +1
* HOMO energy: -12.414 eV
* max |F|: 0.40 eV Å⁻¹
* electronic energy: -1168.84361 Ha
* Kohn-Sham gap: 9.54 eV

Geometry (Å):
1 C 0.24176 2.06140 3.93258
2 N -0.50306 1.42974 2.80565
3 O 0.09962 1.72499 1.56794
4 C -0.55696 -0.06460 2.94914
5 C 0.77824 -0.78419 2.86024
6 F 1.31262 -0.66391 1.59440
7 C -1.91114 2.01749 2.74722
8 O -2.58249 1.40379 1.71702
9 C -3.89807 0.98699 1.98581
10 C -4.89827 1.93853 2.09520
11 C -6.20492 1.51582 2.32380
12 C -6.49425 0.15963 2.42292
13 C -5.47981 -0.78040 2.28894
14 C -4.16714 -0.37087 2.06965
15 H -0.14536 1.67488 4.87172
16 H 0.08882 3.13910 3.87648
17 H 1.29809 1.82985 3.81978
18 H 0.71381 2.46206 1.71305
19 H -0.98644 -0.24445 3.93824
20 H -1.24096 -0.44269 2.19867
21 H 1.50822 -0.43818 3.59722
22 H 0.58074 -1.84130 3.05824
23 H -2.37786 1.86570 3.72513
24 H -1.75512 3.08227 2.55314
25 H -4.66767 2.99047 1.98021
26 H -6.99578 2.24961 2.40814
27 H -7.51072 -0.16939 2.59260
28 H -5.70807 -1.83678 2.34588
29 H -3.38004 -1.09936 1.92628
30 C 5.52302 -2.27706 -3.15350
31 C 5.61876 -0.75463 -3.13806
32 C 5.89174 -0.17338 -1.75150
33 C 4.81865 -0.48348 -0.70639
34 C 3.40857 -0.03263 -1.08306
35 C 3.27845 1.47531 -1.27676
36 H 4.69386 -2.63724 -2.54178
37 H 5.36640 -2.64836 -4.16652
38 H 6.44098 -2.72788 -2.77120
39 H 4.69968 -0.32721 -3.54935
40 H 6.42184 -0.43954 -3.80817
41 H 6.01844 0.90935 -1.83809
42 H 6.84921 -0.55795 -1.38781
43 H 5.10472 -0.00623 0.23745
44 H 4.80313 -1.55814 -0.50636
45 H 2.72084 -0.35139 -0.29760
46 H 3.08283 -0.54468 -1.99277
47 H 3.57990 2.01037 -0.37106
48 H 2.24742 1.75226 -1.50890
49 H 3.90246 1.83650 -2.09439
50 C -0.24639 -2.68790 -2.95017
51 C -0.25968 -1.16278 -2.96987
52 C -0.41214 -0.53694 -1.58506
53 C -1.71065 -0.89545 -0.85896
54 C -2.99590 -0.53171 -1.60033
55 C -3.13745 0.96245 -1.87412
56 H -1.18489 -3.09701 -2.57231
57 H -0.09688 -3.08972 -3.95218
58 H 0.56195 -3.06134 -2.31730
59 H -1.05801 -0.81171 -3.62928
60 H 0.67363 -0.80225 -3.40938
61 H -0.33412 0.55087 -1.67439
62 H 0.43294 -0.84705 -0.96166
63 H -1.71230 -0.37618 0.10579
64 H -1.72105 -1.96666 -0.63248
65 H -3.84960 -0.86895 -1.00483
66 H -3.04963 -1.08337 -2.54179
67 H -3.10437 1.53346 -0.94290
68 H -4.08452 1.18094 -2.36800
69 H -2.33962 1.33113 -2.52026

What did the third record say?
Here is a cluster of 3 separate species, C22H43FNO2 in total from the OMol25 dataset. Energies are from ωB97M-V/def2-TZVPD.

Values from the calculation:
* E_LUMO: -2.879 eV
* net charge: +1
* HOMO energy: -12.414 eV
* max |F|: 0.40 eV Å⁻¹
* electronic energy: -1168.84361 Ha
* Kohn-Sham gap: 9.54 eV

Geometry (Å):
1 C 0.24176 2.06140 3.93258
2 N -0.50306 1.42974 2.80565
3 O 0.09962 1.72499 1.56794
4 C -0.55696 -0.06460 2.94914
5 C 0.77824 -0.78419 2.86024
6 F 1.31262 -0.66391 1.59440
7 C -1.91114 2.01749 2.74722
8 O -2.58249 1.40379 1.71702
9 C -3.89807 0.98699 1.98581
10 C -4.89827 1.93853 2.09520
11 C -6.20492 1.51582 2.32380
12 C -6.49425 0.15963 2.42292
13 C -5.47981 -0.78040 2.28894
14 C -4.16714 -0.37087 2.06965
15 H -0.14536 1.67488 4.87172
16 H 0.08882 3.13910 3.87648
17 H 1.29809 1.82985 3.81978
18 H 0.71381 2.46206 1.71305
19 H -0.98644 -0.24445 3.93824
20 H -1.24096 -0.44269 2.19867
21 H 1.50822 -0.43818 3.59722
22 H 0.58074 -1.84130 3.05824
23 H -2.37786 1.86570 3.72513
24 H -1.75512 3.08227 2.55314
25 H -4.66767 2.99047 1.98021
26 H -6.99578 2.24961 2.40814
27 H -7.51072 -0.16939 2.59260
28 H -5.70807 -1.83678 2.34588
29 H -3.38004 -1.09936 1.92628
30 C 5.52302 -2.27706 -3.15350
31 C 5.61876 -0.75463 -3.13806
32 C 5.89174 -0.17338 -1.75150
33 C 4.81865 -0.48348 -0.70639
34 C 3.40857 -0.03263 -1.08306
35 C 3.27845 1.47531 -1.27676
36 H 4.69386 -2.63724 -2.54178
37 H 5.36640 -2.64836 -4.16652
38 H 6.44098 -2.72788 -2.77120
39 H 4.69968 -0.32721 -3.54935
40 H 6.42184 -0.43954 -3.80817
41 H 6.01844 0.90935 -1.83809
42 H 6.84921 -0.55795 -1.38781
43 H 5.10472 -0.00623 0.23745
44 H 4.80313 -1.55814 -0.50636
45 H 2.72084 -0.35139 -0.29760
46 H 3.08283 -0.54468 -1.99277
47 H 3.57990 2.01037 -0.37106
48 H 2.24742 1.75226 -1.50890
49 H 3.90246 1.83650 -2.09439
50 C -0.24639 -2.68790 -2.95017
51 C -0.25968 -1.16278 -2.96987
52 C -0.41214 -0.53694 -1.58506
53 C -1.71065 -0.89545 -0.85896
54 C -2.99590 -0.53171 -1.60033
55 C -3.13745 0.96245 -1.87412
56 H -1.18489 -3.09701 -2.57231
57 H -0.09688 -3.08972 -3.95218
58 H 0.56195 -3.06134 -2.31730
59 H -1.05801 -0.81171 -3.62928
60 H 0.67363 -0.80225 -3.40938
61 H -0.33412 0.55087 -1.67439
62 H 0.43294 -0.84705 -0.96166
63 H -1.71230 -0.37618 0.10579
64 H -1.72105 -1.96666 -0.63248
65 H -3.84960 -0.86895 -1.00483
66 H -3.04963 -1.08337 -2.54179
67 H -3.10437 1.53346 -0.94290
68 H -4.08452 1.18094 -2.36800
69 H -2.33962 1.33113 -2.52026

Question: What is the electronic energy in the third record?
Answer: -1168.84361 Ha

Question: The highest Kohn-Sham gap belongs to which entry?
Answer: C22H43FNO2

Question: Which formula does entry 3 have?
Answer: C22H43FNO2